Molecular formula: C5H12S2
Method: DFT, ωB97M-V/def2-TZVPD

Structure (XYZ):
```
19
C5H12S2 (ωB97M-V/def2-TZVPD)
C -0.6740 2.8664 -0.6406
C -0.2483 1.2900 -0.5269
C -1.0284 0.6825 0.6605
S -0.2489 -0.0389 2.1543
S -0.4190 -2.1040 1.6504
C 0.2451 -2.0094 0.0027
C 1.5781 -2.6551 0.1620
H -1.5443 3.2032 -1.1927
H -0.5329 3.3724 0.2826
H 0.0336 3.5923 -1.1965
H -0.4364 0.8391 -1.5114
H 0.8839 1.0891 -0.2249
H -1.5450 -0.0726 -0.0571
H -1.6720 1.4975 0.9281
H 0.3438 -0.9605 -0.4763
H -0.5158 -2.1544 -0.7523
H 2.1727 -2.7674 -0.7063
H 2.2008 -2.0269 0.7991
H 1.4070 -3.6433 0.6453
```

## Properties
**2S+1**: 1
**Orbital gap**: 8.72 eV
**SMILES**: CCCSSCC
**Energy**: -27047.559 eV
**Relative energy (zero: lowest compared OMol25 entry of this formula, charge and spin)**: 256.8 kJ/mol
**Maximum force**: 3.75 eV/Å